This record from the OMol25 dataset describes an isolated ion of composition C4H13N3 and charge +2. The level of theory is ωB97M-V/def2-TZVPD.

```
20
Properties=species:S:1:pos:R:3:forces:R:3:lowdin_charge:R:1
C -0.001 -1.042 -2.150 0.612 -0.103 1.082 -0.14
C -0.572 -0.778 -0.750 -0.348 -0.246 0.278 -0.14
C 0.543 -0.309 0.216 0.059 -0.293 -1.207 -0.14
N 0.501 1.871 3.122 0.248 -0.081 0.489 0.22
C 0.721 0.885 2.301 -0.444 0.188 -0.245 -0.11
N 0.137 0.745 1.130 0.229 0.076 0.415 0.07
N -1.063 -1.237 -3.177 -0.621 -0.058 -0.319 0.21
H 0.632 -1.929 -2.144 -0.163 -0.113 -0.098 0.15
H 0.669 -0.232 -2.402 -0.243 0.373 -0.586 0.13
H -1.405 -0.069 -0.794 0.237 0.268 -0.084 0.12
H -1.020 -1.683 -0.334 0.003 -0.022 -0.127 0.13
H 0.874 -1.170 0.770 0.057 -0.213 0.555 0.13
H 1.424 -0.016 -0.367 -0.140 0.372 0.090 0.14
H 0.965 1.857 4.022 -0.056 0.108 -0.058 0.16
H -0.140 2.636 2.958 -0.015 -0.024 -0.116 0.15
H 1.419 0.121 2.599 0.165 -0.141 0.145 0.17
H -0.475 1.491 0.827 -0.056 -0.117 -0.260 0.17
H -1.309 -2.227 -3.292 0.014 0.043 0.081 0.19
H -0.803 -0.900 -4.103 0.326 0.019 -0.175 0.18
H -1.936 -0.743 -2.956 0.137 -0.036 0.140 0.18
```
Positions in Å, forces in eV/Å.

Calculated values
- SMILES = N/C=[NH+]/CCC[NH3+]
- HOMO-LUMO gap (eV) = 11.87
- net charge = +2



This record from the OMol25 dataset describes a 2-piece molecular cluster, C4H13N3O overall. The level of theory is ωB97M-V/def2-TZVPD.

```
21
Properties=species:S:1:pos:R:3:forces:R:3:lowdin_charge:R:1
C -1.345 -1.350 0.981 -0.117 0.070 -0.058 -0.01
N -1.024 0.757 -0.183 0.095 0.941 -0.275 -0.25
C -1.224 -0.593 -0.310 -0.188 -0.358 0.008 -0.48
N -1.197 1.587 -1.290 0.103 0.084 0.086 0.09
O -1.362 1.383 1.014 0.014 -0.218 0.289 -0.01
N -1.240 -1.048 -1.500 -0.068 -0.109 -0.335 0.11
H -2.269 1.728 0.943 0.076 -0.158 -0.320 0.11
H -1.688 1.055 -2.007 0.125 -0.048 0.097 0.07
H -0.283 1.852 -1.659 -0.280 -0.168 0.137 0.09
H -1.294 -2.058 -1.558 -0.025 -0.007 0.297 0.05
H -1.191 -2.413 0.812 0.021 -0.001 -0.052 0.08
H -2.349 -1.202 1.384 0.066 -0.019 0.074 0.09
H -0.631 -0.977 1.712 -0.019 -0.041 0.019 0.08
C 2.123 -0.577 0.016 -0.010 0.155 -0.033 -0.16
C 2.139 0.896 0.399 0.343 -0.296 0.306 -0.16
H 2.261 1.517 -0.476 -0.014 0.277 -0.298 0.06
H 3.080 -0.860 -0.420 0.014 -0.140 -0.038 0.06
H 1.947 -1.201 0.892 0.021 -0.098 0.001 0.06
H 1.339 -0.777 -0.714 0.052 -0.087 -0.016 0.04
H 1.223 1.178 0.904 -0.109 0.154 0.095 0.04
H 2.985 1.103 1.060 -0.102 0.068 0.016 0.06
```
Positions in Å, forces in eV/Å.

Calculated values
- SMILES = [H]/N=C(\C)N(N)O.CC
- HOMO-LUMO gap (eV) = 9.67



This record from the OMol25 dataset describes C4H13N3O as an isolated structure. The level of theory is ωB97M-V/def2-TZVPD.

```
21
Properties=species:S:1:pos:R:3:forces:R:3:lowdin_charge:R:1
C -0.896 -1.458 0.532 -1.121 0.100 -2.339 -0.39
C -0.042 -2.037 1.652 0.230 0.314 -0.521 -0.12
O -1.628 -0.314 0.994 -0.133 0.331 0.349 -0.13
H -2.188 -0.575 1.737 0.109 0.070 -0.069 0.07
H -1.621 -2.233 0.236 -0.097 -0.100 0.256 0.09
H 0.941 -0.311 -0.037 0.980 1.399 -0.808 0.11
H -0.639 -2.282 2.543 -0.104 -0.027 -0.238 0.07
H 0.701 -1.315 1.980 0.297 0.074 0.067 0.05
H 0.462 -2.943 1.317 0.075 -0.036 0.053 0.07
C 0.220 0.891 -1.547 -2.072 -0.572 0.270 -0.47
N -0.187 2.165 -1.760 0.184 0.396 -0.197 0.14
N -0.407 -0.180 -1.936 0.802 0.814 -0.870 0.07
N 1.412 1.784 0.398 0.092 0.016 -0.006 0.01
C 1.292 0.672 -0.541 0.065 -1.314 0.870 -0.21
H -1.191 -0.022 -2.559 -0.011 0.256 -0.044 0.07
H -0.649 -1.021 -0.739 0.636 -1.375 3.240 0.11
H -1.147 2.340 -2.010 0.136 -0.164 -0.144 0.10
H 0.231 2.855 -1.151 0.060 -0.085 0.005 0.08
H 0.754 1.649 1.158 0.039 0.064 -0.031 0.08
H 2.342 1.819 0.796 -0.114 -0.015 -0.015 0.07
H 2.239 0.519 -1.064 -0.054 -0.145 0.173 0.13
```
Positions in Å, forces in eV/Å.

Calculated values
- HOMO-LUMO gap (eV) = 8.97



This record from the OMol25 dataset describes a 2-piece molecular cluster, C4H13N3O overall. The level of theory is ωB97M-V/def2-TZVPD.

```
21
Properties=species:S:1:pos:R:3:forces:R:3:lowdin_charge:R:1
C -2.616 1.011 -0.542 1.074 0.237 1.432 -0.35
N -3.557 0.134 0.085 -0.641 0.728 1.997 -0.02
O -1.712 1.414 0.538 0.380 0.309 -1.319 -0.17
H -1.017 0.714 0.633 -0.324 0.146 -0.091 -0.01
H -3.509 0.608 1.063 -0.775 -1.542 -1.826 0.11
H -3.138 -0.783 0.221 0.015 0.124 -0.026 0.05
H -2.089 0.505 -1.365 -0.096 0.359 0.106 0.11
H -3.122 1.935 -0.838 0.222 -0.249 -0.264 0.10
C 1.351 1.284 -0.968 -0.138 0.006 -0.099 -0.07
C 2.241 -1.971 0.748 -0.192 -0.008 -0.070 -0.02
N 2.000 0.136 -0.378 0.475 -0.010 -0.207 -0.03
C 1.366 -0.799 0.362 0.266 -0.176 0.359 -0.49
N 0.152 -0.632 0.728 -0.370 -0.094 -0.115 0.12
H 2.916 -0.098 -0.727 -0.141 -0.004 0.116 0.13
H -0.207 -1.399 1.286 0.255 0.002 0.020 0.07
H 0.590 1.669 -0.294 0.097 0.094 -0.017 0.06
H 0.861 1.019 -1.910 -0.037 0.055 -0.004 0.09
H 2.101 2.050 -1.165 -0.094 -0.003 0.041 0.08
H 2.493 -2.556 -0.136 0.022 -0.024 -0.014 0.08
H 3.168 -1.621 1.202 0.011 0.025 0.003 0.08
H 1.730 -2.618 1.457 -0.008 0.023 -0.020 0.07
```
Positions in Å, forces in eV/Å.

Calculated values
- SMILES = [H]/N=C(\C)NC.NCO
- HOMO-LUMO gap (eV) = 9.42



Computed HOMO, in the same sequence as the records: -18.4, -8.8, -8.0, -8.8 eV.
Computed DFT total energy, in the same sequence as the records: -323.88965, -399.62196, -399.64403, -399.69774 hartree.